(1)
Formula: C5H10O2
Source: the Open Molecules 2025 dataset
Level of theory: wB97M-V/def2-TZVPD

Element x y z (Å)
C  -0.68377  -1.68611  0.22630
C  -0.63133  -0.60872  1.01839
C  0.39614  0.42923  1.11935
C  1.72871  0.21260  1.38086
C  2.54830  1.41557  1.74722
O  2.25324  -1.03750  1.12852
H  -1.54005  -2.01866  -0.29950
H  -0.11345  -2.50488  0.67636
H  -1.46351  -0.18400  1.52865
H  0.20123  1.47758  0.89439
H  1.83211  2.29508  1.97535
H  3.27606  1.78716  1.09506
H  3.07283  1.10966  2.79033
H  2.30253  -1.46895  1.97579
O  -4.73186  0.09439  -5.72452
H  -3.82976  -0.36729  -5.67355
H  -4.61743  1.05483  -5.85903

Properties
SMILES string: C=C/C=C(/C)O.O
E, Eh: -346.824221
Spin multiplicity: 1
E_LUMO, eV: 0.3635
ΔE to the lowest compared entry with this formula, charge and spin, kJ/mol: 528.28


(2)
Formula: C5H10O2
Source: the Open Molecules 2025 dataset
Level of theory: wB97M-V/def2-TZVPD

Element x y z (Å)
C  -2.28007  -0.64387  -0.47015
C  -1.21070  0.43946  -0.57229
C  -0.09819  0.23278  0.43432
C  1.17215  1.08312  0.27376
C  1.86979  -0.25966  0.06270
O  2.73305  -0.56971  1.11391
O  0.64272  -0.97756  0.14157
H  -3.04700  -0.51765  -1.24088
H  -1.82702  -1.63280  -0.59346
H  -2.77655  -0.61856  0.50714
H  -0.76122  0.43238  -1.57394
H  -1.65002  1.43482  -0.42369
H  -0.49478  0.19567  1.45871
H  1.52013  1.61528  1.16099
H  1.16380  1.74553  -0.59619
H  2.35390  -0.42966  -0.91070
H  2.69002  -1.52955  1.22818

Properties
SMILES string: CC[C@@H]1C[C@@H](O)O1
E, Eh: -346.964238
Spin multiplicity: 1
E_LUMO, eV: 1.0389
ΔE to the lowest compared entry with this formula, charge and spin, kJ/mol: 160.66


(3)
Formula: C5H10O2
Source: the Open Molecules 2025 dataset
Level of theory: wB97M-V/def2-TZVPD

Element x y z (Å)
C  1.82260  1.32793  -0.00212
O  0.59876  0.94687  -0.57476
C  0.30816  -0.41676  -0.69206
C  0.50652  -1.34473  0.51976
O  -0.88570  -1.66540  0.56031
C  -1.19604  -0.70826  -0.47400
C  -2.00791  0.46122  0.05048
H  2.09449  0.69988  0.85517
H  2.65122  1.31545  -0.72211
H  1.68174  2.35068  0.35720
H  0.71467  -0.83020  -1.62547
H  0.84135  -0.84757  1.43920
H  1.12927  -2.22973  0.34485
H  -1.69997  -1.20653  -1.31427
H  -2.55792  0.95360  -0.75745
H  -2.71836  0.09806  0.79771
H  -1.35771  1.20534  0.51995

Properties
SMILES string: CO[C@H]1CO[C@H]1C
E, Eh: -346.926454
Spin multiplicity: 1
E_LUMO, eV: 0.9926
ΔE to the lowest compared entry with this formula, charge and spin, kJ/mol: 259.87


(4)
Formula: C5H10O2
Source: the Open Molecules 2025 dataset
Level of theory: wB97M-V/def2-TZVPD

Element x y z (Å)
C  -2.01663  1.65177  -2.34261
C  -1.81939  0.82993  -1.13529
C  -0.87269  0.83308  -0.17323
C  -0.25095  -0.38457  0.36210
C  0.46013  -0.33700  1.47478
O  0.84400  -1.45488  2.19302
H  -2.99568  1.50157  -2.81009
H  -1.25696  1.66659  -3.12268
H  -2.09263  2.71924  -2.01231
H  -2.30226  -0.16282  -1.18041
H  -0.68222  1.78853  0.31703
H  -0.43282  -1.29853  -0.20057
H  0.89334  0.54979  1.92389
H  0.44427  -2.20496  1.76282
O  4.28167  -1.96500  1.93771
H  4.38970  -2.19051  1.01145
H  3.40912  -1.54224  1.99440

Properties
SMILES string: C/C=C/C=C/O.O
E, Eh: -346.908312
Spin multiplicity: 1
E_LUMO, eV: 0.7157
ΔE to the lowest compared entry with this formula, charge and spin, kJ/mol: 307.50


(5)
Formula: C5H10O2
Source: the Open Molecules 2025 dataset
Level of theory: wB97M-V/def2-TZVPD

Element x y z (Å)
O  2.82244  -0.46169  -0.84042
C  1.73485  -0.86146  -0.04267
C  0.39123  -0.30957  -0.49516
C  -0.74157  -0.80353  0.40237
C  -1.80283  0.26748  0.18264
C  -0.92743  1.51280  0.15222
O  0.33051  1.12129  -0.41910
H  2.83072  0.50322  -0.84205
H  1.89319  -0.61029  1.01998
H  1.67988  -1.95584  -0.12351
H  0.23807  -0.59858  -1.54611
H  -0.39247  -0.75961  1.44297
H  -1.04691  -1.82855  0.17744
H  -2.54223  0.37450  0.97978
H  -2.33173  0.10257  -0.76437
H  -0.75950  1.85903  1.18204
H  -1.39311  2.32954  -0.41064

Properties
SMILES string: OC[C@H]1CCCO1
E, Eh: -346.974132
Spin multiplicity: 1
E_LUMO, eV: 1.0079
ΔE to the lowest compared entry with this formula, charge and spin, kJ/mol: 134.69


(6)
Formula: C5H10O2
Source: the Open Molecules 2025 dataset
Level of theory: wB97M-V/def2-TZVPD

Element x y z (Å)
C  2.46012  -1.37626  -0.47370
C  1.28988  -0.92062  0.36552
O  0.76467  0.18757  -0.33267
C  -0.57892  0.14902  -0.67915
O  -1.36996  -0.95953  -0.65668
C  -1.43751  0.40555  0.43316
C  -2.22010  1.69029  0.57823
H  3.15557  -0.54246  -0.61351
H  2.98284  -2.21642  -0.01800
H  2.08982  -1.67330  -1.45994
H  0.53302  -1.70836  0.45879
H  1.60171  -0.61657  1.37680
H  -0.72307  0.73624  -1.59299
H  -1.21590  -0.14317  1.33744
H  -3.27187  1.52762  0.37542
H  -2.12934  2.07740  1.60933
H  -1.84155  2.47455  -0.09619

Properties
SMILES string: CCO[C@H]1O[C@@H]1C
E, Eh: -346.884504
Spin multiplicity: 1
E_LUMO, eV: 0.9435
ΔE to the lowest compared entry with this formula, charge and spin, kJ/mol: 370.01


(7)
Formula: C5H10O2
Source: the Open Molecules 2025 dataset
Level of theory: wB97M-V/def2-TZVPD

Element x y z (Å)
C  2.62556  -0.06736  0.26402
O  1.51240  -0.82419  -0.21512
C  0.27437  -0.73560  0.47551
C  -0.80277  -0.02268  -0.48853
C  -2.30976  -0.36846  -0.76977
C  -0.74933  1.28634  0.24504
O  -1.56144  1.57464  1.09383
H  2.44745  1.01649  0.38576
H  3.34924  -0.17336  -0.55202
H  3.06766  -0.46598  1.19114
H  0.44578  -0.12373  1.37994
H  -0.08104  -1.70116  0.85746
H  -0.25881  -0.01598  -1.43739
H  -2.84489  0.58726  -0.89366
H  -2.49478  -0.91117  -1.70823
H  -2.83194  -0.88786  0.03506
H  0.21229  1.83280  0.13695

Properties
SMILES string: COC[C@@H](C)C=O
E, Eh: -346.924133
Spin multiplicity: 1
E_LUMO, eV: 0.9225
ΔE to the lowest compared entry with this formula, charge and spin, kJ/mol: 265.96


(8)
Formula: C5H10O2
Source: the Open Molecules 2025 dataset
Level of theory: wB97M-V/def2-TZVPD

Element x y z (Å)
C  -0.85164  -0.16114  -3.08445
C  -1.09613  0.08154  -1.80767
C  -0.09652  0.64266  -0.91074
C  -0.29790  0.88650  0.38337
C  0.84048  1.39900  1.24484
O  1.93600  0.49111  1.09622
H  0.11536  0.00562  -3.54304
H  -1.57039  -0.60093  -3.76382
H  -2.07423  -0.07894  -1.36476
H  0.90706  0.71154  -1.32388
H  -1.31022  1.11096  0.71449
H  0.61441  1.57167  2.29583
H  1.17955  2.35584  0.83899
H  2.24251  0.10249  1.92096
O  -0.52048  -2.69978  1.98998
H  -0.40613  -2.03211  2.66493
H  -1.34572  -2.56347  1.58812

Properties
SMILES string: C=C/C=C/CO.O
E, Eh: -346.919219
Spin multiplicity: 1
E_LUMO, eV: 0.5895
ΔE to the lowest compared entry with this formula, charge and spin, kJ/mol: 278.86


(9)
Formula: C5H10O2
Source: the Open Molecules 2025 dataset
Level of theory: wB97M-V/def2-TZVPD

Element x y z (Å)
C  2.14583  -0.07457  -0.54822
C  0.82720  0.25851  0.11616
O  0.05903  1.05366  -0.75698
C  -1.21689  1.21871  -0.16928
C  -1.68018  -0.12839  0.36967
C  0.02946  -1.02612  0.41850
O  -0.03938  -1.97932  -0.49256
H  2.66595  0.85090  -0.80900
H  1.95174  -0.65900  -1.45022
H  2.78123  -0.66210  0.12232
H  0.98320  0.79935  1.06786
H  -1.87461  1.61283  -0.94703
H  -1.16116  1.95150  0.65080
H  -1.96712  -0.16101  1.42071
H  -2.51806  -0.55504  -0.21061
H  0.06142  -1.32644  1.48386
H  -1.10922  -1.19430  -0.22976

Properties
E, Eh: -346.841789
Spin multiplicity: 1
E_LUMO, eV: 0.9190
ΔE to the lowest compared entry with this formula, charge and spin, kJ/mol: 482.16


(10)
Formula: C5H10O2
Source: the Open Molecules 2025 dataset
Level of theory: wB97M-V/def2-TZVPD

Element x y z (Å)
O  -0.20674  2.45684  1.31641
C  -1.49020  -0.03972  1.35669
C  -1.22012  -0.11292  0.06306
C  -0.03684  -0.77584  -0.60794
C  0.56119  -0.07142  -1.84588
O  1.88470  -0.09840  -1.30416
C  1.42190  -0.67168  -0.08815
H  1.38265  0.69579  2.47228
H  -2.32365  0.55148  1.73957
H  -0.90312  -0.56520  2.10889
H  -0.26685  1.86292  0.54357
H  -1.97427  0.26473  -0.63490
H  -0.33319  -1.80619  -0.82081
H  0.19841  0.95383  -2.01216
H  0.53031  -0.64188  -2.77758
H  1.94235  -1.61132  0.14487
H  1.56950  0.04749  0.74321

Properties
E, Eh: -346.712775
Spin multiplicity: 1
E_LUMO (spin up / spin down), eV: -0.5757 / -1.6768
ΔE to the lowest compared entry with this formula, charge and spin, kJ/mol: 820.88


(11)
Formula: C5H10O2
Source: the Open Molecules 2025 dataset
Level of theory: wB97M-V/def2-TZVPD

Element x y z (Å)
C  -0.54862  -1.80296  -0.74489
C  -0.14078  -0.54675  -1.04503
C  0.36034  0.35769  -0.01326
O  -0.06888  0.24896  1.27095
C  1.44943  1.08000  -0.34572
C  2.29220  1.88815  0.58572
H  -0.19584  -2.17908  0.20967
H  -1.21829  -2.42190  -1.32077
H  0.06577  -0.22662  -2.05161
H  0.34658  0.93345  1.79760
H  1.51872  1.28139  -1.40693
H  2.76792  1.26338  1.35220
H  1.71491  2.65631  1.12487
H  3.08195  2.41784  0.05399
O  -3.48816  -1.87867  0.17010
H  -3.53271  -0.91870  0.18565
H  -4.40453  -2.15249  0.17745

Properties
SMILES string: C=C/C(O)=C/C.O
E, Eh: -346.918338
Spin multiplicity: 1
E_LUMO, eV: 0.7767
ΔE to the lowest compared entry with this formula, charge and spin, kJ/mol: 281.18


(12)
Formula: C5H10O2
Source: the Open Molecules 2025 dataset
Level of theory: wB97M-V/def2-TZVPD

Element x y z (Å)
C  -1.68698  1.40926  -0.09846
C  -1.37670  0.26879  0.82778
C  -0.26364  0.10136  1.54230
O  0.86720  0.86227  1.50909
H  -1.82347  1.07518  -1.13271
H  -0.89647  2.16558  -0.11360
H  -2.61070  1.90448  0.22160
H  -2.13637  -0.50164  0.93557
H  -0.15059  -0.72492  2.24049
H  0.86397  1.36709  0.68243
C  1.17878  -1.68527  -0.62288
C  1.46045  -0.42098  -1.38260
O  0.77468  0.57624  -1.38188
H  1.51121  -2.54837  -1.20541
H  0.12443  -1.76881  -0.35627
H  1.76579  -1.65660  0.30533
H  2.39841  -0.42367  -1.97077

Properties
SMILES string: C/C=C\O.CC=O
E, Eh: -346.948042
Spin multiplicity: 1
E_LUMO, eV: 0.9371
ΔE to the lowest compared entry with this formula, charge and spin, kJ/mol: 203.19


(13)
Formula: C5H10O2
Source: the Open Molecules 2025 dataset
Level of theory: wB97M-V/def2-TZVPD

Element x y z (Å)
C  1.27527  -1.07618  -0.86183
C  0.85382  0.05402  0.11222
O  1.90810  0.97892  0.10101
C  -0.07772  0.39936  1.38645
C  -0.55909  0.50645  -0.01791
C  -1.51496  -0.63492  -0.31122
O  -0.81276  1.71987  -0.64780
H  2.36498  -1.11450  -0.96226
H  0.89943  -2.07939  -0.66075
H  0.89783  -0.79258  -1.86096
H  1.88204  1.40957  0.95926
H  0.19776  1.36493  1.83326
H  -0.65204  -0.20059  2.09706
H  -2.52491  -0.34423  -0.00641
H  -1.51128  -0.91302  -1.36670
H  -1.24242  -1.51888  0.28108
H  -1.38405  2.24119  -0.07450

Properties
SMILES string: C[C@]1(O)C[C@@]1(C)O
E, Eh: -346.914796
Spin multiplicity: 1
E_LUMO, eV: 0.8016
ΔE to the lowest compared entry with this formula, charge and spin, kJ/mol: 290.48


(14)
Formula: C5H10O2
Source: the Open Molecules 2025 dataset
Level of theory: wB97M-V/def2-TZVPD

Element x y z (Å)
C  -1.26388  1.32562  0.80928
C  -0.37456  0.48538  1.30510
C  0.64013  -0.29845  0.54271
C  0.18665  -1.79758  0.37287
C  -1.12920  -1.84847  -0.35534
O  -1.26615  -1.37148  -1.45179
H  -1.91341  1.94925  1.41384
H  -1.33955  1.52254  -0.25552
H  -0.36664  0.33192  2.38052
H  1.55481  -0.34886  1.13821
H  0.88420  0.02478  -0.46438
H  0.22883  -2.28235  1.35013
H  0.96451  -2.27759  -0.22594
H  -2.01110  -2.23667  0.18956
O  1.57828  2.09681  -2.54058
H  2.43157  1.89453  -2.15053
H  1.19552  2.83062  -2.05815

Properties
SMILES string: C=CCCC=O.O
E, Eh: -346.943367
Spin multiplicity: 1
E_LUMO, eV: 0.7868
ΔE to the lowest compared entry with this formula, charge and spin, kJ/mol: 215.46


(15)
Formula: C5H10O2
Source: the Open Molecules 2025 dataset
Level of theory: wB97M-V/def2-TZVPD

Element x y z (Å)
C  -1.52329  1.32397  0.79221
O  -1.52931  0.14127  0.03382
C  -0.62965  0.16977  -1.08358
C  0.75585  0.20548  -0.53282
C  0.44137  -0.80811  0.89859
C  1.54376  -0.93956  -0.01357
O  1.62249  -2.13267  -0.71881
H  -0.53671  1.81203  0.87165
H  -1.85713  1.08746  1.81039
H  -2.22871  2.01101  0.32301
H  -0.84710  -0.74467  -1.64086
H  -0.87294  1.04113  -1.71106
H  1.26922  1.18158  -0.54769
H  0.47447  -0.34138  1.87664
H  -0.32658  -1.59867  0.84418
H  2.45461  -0.54297  0.42737
H  1.78965  -1.86567  -1.62948

Properties
SMILES string: COC[C@H]1C[C@H]1O
E, Eh: -346.861595
Spin multiplicity: 1
E_LUMO, eV: 0.8681
ΔE to the lowest compared entry with this formula, charge and spin, kJ/mol: 430.16